1.
Entry from the Open Molecules 2025 dataset: one molecule with the formula C8H12O (ωB97M-V/def2-TZVPD).

## Properties
calculated total energy = -387.122734 Ha
highest occupied orbital energy = -9.25 eV
structure (SMILES) = C#C[C@](C)(O)C=C(C)C
ΔE to the lowest compared entry with this formula, charge and spin = 3.816 eV
max |F| = 3.44 eV/Å

```
21
C8H12O (ωB97M-V/def2-TZVPD)
C 3.28378 1.51595 -0.11897
C 2.50742 0.61788 0.02748
C 1.45286 -0.38827 -0.00720
C 1.42669 -1.21091 1.28447
O 1.57934 -1.13662 -1.24015
C 0.04726 0.59074 0.06882
C -1.22959 0.24412 -0.19926
C -2.31420 1.29488 0.06758
C -1.86649 -0.91363 -0.90435
H 3.95345 2.32391 -0.14345
H 0.75879 -1.99505 1.12956
H 2.49670 -1.36834 1.59252
H 0.95025 -0.50135 2.02935
H 0.74521 -1.57446 -1.26197
H 0.25520 1.39662 0.74931
H -3.05642 1.35143 -0.73783
H -1.77204 2.17943 0.23448
H -3.00222 1.06637 0.94082
H -1.73534 -0.73468 -1.98746
H -2.92011 -0.84442 -0.80687
H -1.56054 -1.91359 -0.71686
```

Results of the Mulliken charge analysis, in e, for atoms 1 through 2:
1 C 0.126
2 C -1.307

---

2.
Entry from the Open Molecules 2025 dataset: C34H22N4O3PdS2 as an isolated structure (ωB97M-V/def2-TZVPD).

## Properties
⟨S²⟩ = 2.02
calculated total energy = -2677.774849 Ha
highest occupied orbital energy (alpha / beta) = -6.64 / -6.75 eV
spin multiplicity = 3
max |F| = 4.56 eV/Å

```
66
C34H22N4O3PdS2 (ωB97M-V/def2-TZVPD)
Pd -0.13576 -0.41970 0.16499
O 0.94479 -5.78053 0.46361
C -0.38204 -5.75799 0.34497
C -0.99555 -7.01057 0.10674
C -2.36994 -7.09230 -0.01412
C -3.17483 -5.98988 -0.20418
C -2.54917 -4.71767 -0.01796
C -1.17476 -4.56900 0.31199
C -0.63651 -3.22063 0.43476
O -1.32734 -2.16119 0.36318
N 0.72213 -3.11071 0.65770
N 1.07903 -1.85796 0.80540
C 2.34218 -1.64495 1.23570
C 2.82787 -0.45016 1.85572
C 4.22206 -0.37985 2.08572
C 4.78230 0.69743 2.72307
C 3.96978 1.81571 3.00987
C 2.61666 1.80954 2.82729
C 1.98429 0.66157 2.25463
O 0.74161 0.63956 2.00214
H 1.20855 -4.81856 0.62186
H -0.33850 -7.84396 0.09358
H -2.80777 -8.08913 0.00877
H -4.22076 -6.03621 -0.38964
H -3.11257 -3.81612 -0.24291
H 3.04392 -2.47506 1.11772
H 4.89210 -1.17364 1.72342
H 5.81646 0.68688 3.01657
H 4.45670 2.74808 3.30354
H 1.96273 2.66547 2.96365
S 4.94251 3.40647 -3.08350
C 6.41113 2.54509 -2.98343
C 6.26306 1.31653 -2.39092
C 4.94567 1.09036 -1.92619
C 4.09945 2.13112 -2.21406
C 2.68142 2.20194 -1.86884
C 2.06978 1.09229 -1.25318
N 0.81376 1.09210 -0.77972
C 0.07354 2.21032 -0.97901
C 0.56319 3.37366 -1.68486
C -0.38260 4.44577 -1.71734
C -1.66894 4.37169 -1.24178
C -2.21891 3.20332 -0.64268
C -3.57441 2.94676 -0.25418
C -3.93360 1.63318 0.12630
C -2.91699 0.64145 0.27337
N -1.61133 0.93293 0.06971
C -1.27838 2.10988 -0.47371
C -5.32199 1.34898 0.40029
C -6.39832 2.15670 0.11930
C -7.62779 1.62629 0.63084
C -7.48422 0.41166 1.26161
S -5.83411 -0.14507 1.21649
C 1.91457 3.35923 -2.12715
H 7.34832 2.93532 -3.23988
H 7.11491 0.62157 -2.34479
H 4.61458 0.19017 -1.40388
H 2.67368 0.20713 -1.06034
H -0.13677 5.34114 -2.27120
H -2.30314 5.23403 -1.46495
H -4.29201 3.71603 -0.24091
H -3.11707 -0.37886 0.63457
H -6.27392 3.08261 -0.44644
H -8.59890 2.15109 0.51471
H -8.24812 -0.20430 1.73103
H 2.30432 4.29292 -2.51306
```

Results of the Mulliken charge analysis, in e, for atoms 1 through 2:
1 Pd 0.644
2 O -0.665

---

3.
Entry from the Open Molecules 2025 dataset: C26H46Br2F6NO9PS2 as an isolated structure (ωB97M-V/def2-TZVPD).

## Properties
calculated total energy = -8634.995795 Ha
highest occupied orbital energy = -7.14 eV
max |F| = 2.49 eV/Å

```
93
C26H46Br2F6NO9PS2 (ωB97M-V/def2-TZVPD)
C 7.18937 -2.92345 1.94546
C 6.02404 -3.86182 1.65014
O 5.93903 -4.17771 0.26549
C 5.27396 -3.21646 -0.52530
C 3.76242 -3.41529 -0.45536
O 3.12000 -2.21296 -0.88135
C 1.74998 -2.37093 -1.11867
C 0.88499 -1.17137 -0.63712
C -0.22119 -1.84816 0.23114
O -0.90292 -0.88367 0.97137
C -2.16726 -1.31000 1.50707
C -2.62261 -0.30762 2.56710
O -3.54014 0.61983 2.03858
C -4.90289 0.19972 2.06202
C -5.77362 1.35688 1.57737
N 1.63677 -0.32639 0.35955
C 2.54489 0.75926 -0.19028
C 3.45853 1.20898 0.95117
Br 4.45581 -0.29968 1.55634
C 3.66830 2.39878 1.53436
C 3.05150 3.72824 1.17891
Br 4.90145 2.55940 2.94375
C 1.72255 1.75640 -1.02969
C 0.29521 1.28467 -1.44269
C -0.87708 1.76709 -0.53164
C -0.55886 2.52505 0.76352
C -0.60837 4.04929 0.59174
C -0.51218 4.84784 1.91045
O -0.14243 3.98685 2.97903
C 0.53898 4.63516 4.03443
C 0.34921 -0.24940 -1.80254
C -0.94304 -0.84977 -2.40059
O -2.08333 -0.73174 -1.56685
C -3.21711 -0.31320 -2.17861
F -3.05470 0.87809 -2.73943
F -3.57070 -1.12481 -3.10988
F -4.12641 -0.23912 -1.28579
P 1.42346 -0.29283 -3.37564
S 3.35882 -0.26260 -3.36849
H 7.17134 -2.04158 1.29740
H 8.13817 -3.43966 1.76772
H 7.16730 -2.59684 2.99011
H 5.07257 -3.43999 2.01304
H 6.16466 -4.81485 2.17024
H 5.61491 -3.38100 -1.55251
H 5.54252 -2.18675 -0.25204
H 3.48750 -4.23867 -1.13020
H 3.44420 -3.69543 0.55911
H 1.54895 -2.52182 -2.19210
H 1.39863 -3.27930 -0.60804
H -0.86892 -2.46995 -0.40127
H 0.29127 -2.53351 0.93107
H -2.88978 -1.29996 0.68051
H -2.07748 -2.33243 1.89727
H -3.03373 -0.83017 3.44245
H -1.75282 0.26934 2.90244
H -5.16249 -0.10783 3.08496
H -5.03126 -0.67987 1.41433
H -5.16165 2.26087 1.50005
H -6.20928 1.15587 0.59631
H -6.58964 1.55980 2.27652
H 0.93386 0.09244 0.98578
H 2.22810 -0.94995 0.92440
H 3.19062 0.20259 -0.88242
H 3.49608 4.52006 1.78240
H 1.98539 3.71884 1.38993
H 3.23497 3.98175 0.12979
H 2.31023 1.89486 -1.94516
H 1.62486 2.73920 -0.58242
H 0.12003 1.78779 -2.40065
H -1.51886 0.93618 -0.28607
H -1.49807 2.43929 -1.13714
H -1.32303 2.26907 1.50211
H 0.39294 2.20902 1.21383
H -1.56787 4.26920 0.10837
H 0.16441 4.40527 -0.10167
H 0.23653 5.64862 1.82410
H -1.47500 5.32657 2.13306
H 0.98158 3.86151 4.66782
H -0.14346 5.24389 4.64419
H 1.33922 5.28353 3.64959
H -0.78225 -1.91998 -2.59540
H -1.13903 -0.39047 -3.37909
H 0.87514 -1.37849 -4.07614
H 0.82496 0.78618 -4.04066
C -6.34802 -2.36737 -3.79179
F -5.21145 -3.00396 -4.16021
F -6.24853 -2.14876 -2.45831
F -6.32056 -1.15452 -4.38338
S -7.85764 -3.34008 -4.22447
O -7.64065 -4.56105 -3.47922
O -7.73975 -3.44784 -5.66124
O -8.91409 -2.48216 -3.73644
```

Results of the Mulliken charge analysis, in e, for atoms 1 through 2:
1 C -1.109
2 C -0.032

---

4.
Entry from the Open Molecules 2025 dataset: C22H12ClN5O8V as an isolated structure (ωB97M-V/def2-TZVPD).

## Properties
⟨S²⟩ = 0.78
calculated total energy = -3125.277878 Ha
highest occupied orbital energy (alpha / beta) = -7.77 / -7.63 eV
spin multiplicity = 2
ΔE to the lowest compared entry with this formula, charge and spin = 0.099 eV
max |F| = 1.71 eV/Å

```
49
C22H12ClN5O8V (ωB97M-V/def2-TZVPD)
V 0.52397 -1.48129 -0.38731
Cl -6.51302 -1.02407 -0.46049
C -4.83711 -1.43797 -0.63380
C -4.43451 -2.76523 -0.45800
C -3.11446 -3.11652 -0.60195
C -2.14156 -2.14950 -0.88738
O -0.87887 -2.51794 -1.03896
C -2.55707 -0.80708 -1.05451
C -1.63209 0.21193 -1.45191
N -0.35380 0.10629 -1.31504
C 0.55778 0.97266 -1.96186
C 0.38414 2.30413 -2.20540
C 1.39221 3.03374 -2.87399
C 2.54822 2.42998 -3.27585
C 2.76421 1.05625 -3.00810
C 3.94759 0.36419 -3.34564
C 4.08540 -0.94972 -3.00162
C 3.04544 -1.58339 -2.30130
N 1.92112 -0.98095 -1.99246
C 1.76533 0.33195 -2.34104
C -3.91908 -0.47474 -0.94922
H -5.17531 -3.51307 -0.20947
H -2.79304 -4.14060 -0.47271
H -2.03836 1.08958 -1.95549
H -0.51219 2.81036 -1.87110
H 1.24048 4.08869 -3.05692
H 3.32030 2.99458 -3.78235
H 4.74075 0.88949 -3.86323
H 4.98336 -1.50387 -3.23232
H 3.15342 -2.60865 -1.96996
H -4.23559 0.55011 -1.09550
O 0.48030 2.49945 6.06285
N 1.20675 2.25711 5.11875
O 2.30755 2.74665 4.95042
C 0.72562 1.31399 4.11188
C 1.53708 1.01615 3.02134
C 1.05930 0.12618 2.10013
C -0.22645 -0.46738 2.16370
O -0.60713 -1.26486 1.23029
C -0.99728 -0.10894 3.29038
C -0.52455 0.75040 4.26290
N -2.36244 -0.61241 3.44229
O -2.76895 -0.78640 4.57599
O -3.01462 -0.79873 2.43492
N 1.83453 -0.24403 0.94447
O 2.72858 0.52889 0.51141
O 2.01264 -1.59405 0.81314
H 2.51093 1.46728 2.90311
H -1.13950 0.99136 5.11694
```

Results of the Mulliken charge analysis, in e, for atoms 1 through 2:
1 V 0.246
2 Cl -0.227